Record 1
A molecular structure, C4H6N2, computed with ωB97M-V with the def2-TZVPD basis set.

Element x y z (Å)
N (-2.382, -0.568, -1.426)
C (-1.719, 0.108, -0.763)
C (-0.860, 0.927, 0.089)
C (0.248, 0.073, 0.705)
C (0.799, -1.112, -0.779)
N (1.400, 0.691, 0.927)
H (-0.395, 1.733, -0.486)
H (-1.481, 1.406, 0.862)
H (-0.123, -0.680, 1.411)
H (1.379, -0.714, -1.640)
H (1.238, -2.126, -0.609)
H (1.898, 0.262, 1.710)

For the HOMO energy (spin up / spin down), the calculation gives -9.5 / -9.5 eV. The maximum force is 0.0404 Eh/bohr. For the LUMO energy (spin up / spin down), the calculation gives -1.19 / -0.62 eV. Its relative energy (zero: lowest compared OMol25 entry of this formula, charge and spin) is 530.35 kJ/mol.

=====

Record 2
C4H6N2 in the gas phase, computed with ωB97M-V with the def2-TZVPD basis set.

Element x y z (Å)
C (1.629, 0.018, 0.255)
C (0.124, -0.006, 0.103)
C (-0.544, 0.675, -1.016)
N (-1.808, 0.648, -1.183)
N (-1.317, -1.092, 1.890)
C (-0.632, -0.620, 0.998)
H (1.989, -0.870, 0.783)
H (2.115, 0.039, -0.725)
H (1.964, 0.896, 0.817)
H (0.145, 1.197, -1.695)
H (-2.070, 1.179, -2.013)
H (-1.595, -2.065, 1.786)

For the HOMO energy, the calculation gives -8.6 eV. The maximum force is 0.0135 Eh/bohr. For the LUMO energy, the calculation gives 0.94 eV. Its relative energy (zero: lowest compared OMol25 entry of this formula, charge and spin) is 174.56 kJ/mol. As for the structure (SMILES): [H]/N=C/C(C)=C=N.

=====

Record 3
C4H6N2 in the gas phase, computed with ωB97M-V with the def2-TZVPD basis set.

Element x y z (Å)
N (2.703, 1.461, -0.352)
C (1.891, 0.652, -0.208)
C (0.952, -0.455, -0.007)
N (-0.474, -0.067, 0.042)
C (-1.312, -1.107, -0.017)
C (-0.799, 1.216, 0.164)
H (1.064, -1.149, -0.845)
H (1.207, -0.987, 0.912)
H (-2.355, -0.926, 0.197)
H (-0.961, -2.040, -0.434)
H (-1.842, 1.469, 0.035)
H (-0.072, 1.932, 0.513)

For the HOMO energy, the calculation gives -7.2 eV. The maximum force is 0.0222 Eh/bohr. For the LUMO energy, the calculation gives 0.73 eV. Its relative energy (zero: lowest compared OMol25 entry of this formula, charge and spin) is 314.79 kJ/mol.

=====

Record 4
A molecular structure, C4H6N2, computed with ωB97M-V with the def2-TZVPD basis set.

Element x y z (Å)
C (1.781, 0.052, -0.831)
C (0.392, 0.014, -0.459)
C (1.008, -0.032, 1.019)
C (-1.942, 0.113, -0.254)
N (2.340, 0.115, 0.309)
N (-0.756, 0.015, -1.020)
H (2.321, -0.167, -1.729)
H (0.599, 0.620, 1.843)
H (1.139, -1.016, 1.467)
H (-1.969, 0.764, 0.522)
H (-2.224, -0.887, 0.077)
H (-2.690, 0.410, -0.942)

For the HOMO energy, the calculation gives -9.7 eV. The maximum force is 0.0672 Eh/bohr. For the LUMO energy, the calculation gives 0.33 eV. Its relative energy (zero: lowest compared OMol25 entry of this formula, charge and spin) is 295.60 kJ/mol.

=====

Which value of relative energy (zero: lowest compared OMol25 entry of this formula, charge and spin) does entry 4 give?
295.60 kJ/mol